Entry one
The following is a DFT calculation (ωB97M-V/def2-TZVPD) of 2 unconnected molecules or ions with the total composition C8H12N4.

* highest occupied orbital energy: -8.3 eV

Cartesian coordinates (Å):
C1 -0.28 0.14 -2.32
C2 -1.70 0.17 -1.62
C3 -2.71 1.13 -1.41
N1 -3.79 0.64 -0.66
C4 -3.29 -0.67 -0.32
N2 -2.08 -0.94 -0.85
H1 0.56 -0.37 -1.74
H2 0.25 1.18 -2.57
H3 -0.71 -0.41 -3.23
H4 -2.86 2.13 -1.67
H5 -4.65 1.20 -0.55
H6 -3.90 -1.29 0.36
C5 1.39 1.63 0.50
C6 1.94 0.46 1.22
C7 1.35 -0.66 1.77
N3 2.43 -1.64 1.79
C8 3.49 -0.91 1.29
N4 3.35 0.41 1.04
H7 0.24 1.65 0.67
H8 1.53 1.29 -0.59
H9 1.99 2.48 0.68
H10 0.32 -0.88 2.05
H11 2.35 -2.64 1.75
H12 4.34 -1.40 0.92

Entry two
The following is a DFT calculation (ωB97M-V/def2-TZVPD) of a molecular structure, C8H12N4.

* highest occupied orbital energy: -9.0 eV

Cartesian coordinates (Å):
C1 -3.43 0.05 -0.12
C2 -1.42 -0.84 0.67
C3 0.10 -1.11 0.38
C4 0.76 0.24 0.04
C5 0.09 1.33 -0.10
C6 -1.31 1.40 -0.24
C7 2.91 -0.73 -0.63
C8 4.22 -0.44 -0.28
H1 -3.80 0.44 -0.89
H2 -3.84 0.54 1.03
H3 -3.93 -0.95 -0.61
H4 -1.82 -2.06 0.57
H5 -1.61 -0.44 2.04
H6 0.12 -1.74 -0.86
H7 0.85 -1.43 1.01
H8 0.50 2.17 -0.49
H9 -1.75 2.02 -0.79
H10 -1.36 1.97 0.51
H11 2.61 -1.60 -1.17
H12 5.01 -0.71 -0.73
N1 -2.05 0.01 -0.32
N2 2.07 0.16 -0.03
N3 4.16 0.73 0.44
N4 2.93 1.00 0.56

What should be chosen as the most stable of them? Choose entry one.

Entry one
The following is a DFT calculation (ωB97M-V/def2-TZVPD) of a molecular structure, C4H12N2O.

* highest occupied orbital energy: -8.7 eV

Cartesian coordinates (Å):
C1 -0.16 -2.31 0.66
C2 1.85 0.22 -0.99
C3 0.75 0.10 0.02
O1 0.04 -1.40 -0.38
N1 0.96 0.40 1.23
H1 0.16 0.30 1.86
H2 0.13 -3.32 0.33
H3 0.44 -2.08 1.55
H4 -1.21 -2.34 0.98
H5 2.65 -0.46 -0.72
H6 2.25 1.24 -0.99
H7 1.49 -0.06 -1.98
C4 -1.61 1.67 0.21
N2 -0.80 0.96 -0.78
H8 -0.41 1.58 -1.48
H9 -1.10 -0.03 -0.93
H10 -2.32 2.33 -0.29
H11 -0.97 2.27 0.86
H12 -2.13 0.94 0.83

Entry two
The following is a DFT calculation (ωB97M-V/def2-TZVPD) of a single C4H12N2O molecule.

* highest occupied orbital energy: -8.8 eV

Cartesian coordinates (Å):
N1 -0.74 2.65 1.41
C1 0.25 1.57 1.34
N2 0.17 0.65 0.21
C2 0.49 -0.73 0.63
C3 0.85 -1.58 -0.60
C4 -0.07 -1.40 -1.84
O1 -1.42 -1.59 -1.41
H1 -0.69 3.31 0.64
H2 -1.66 2.20 1.35
H3 1.19 2.16 1.33
H4 0.26 1.09 2.33
H5 -0.73 0.75 -0.22
H6 1.24 -0.62 1.41
H7 -0.34 -1.28 1.12
H8 1.90 -1.28 -0.78
H9 0.87 -2.64 -0.30
H10 0.24 -0.35 -1.98
H11 0.12 -1.98 -2.74
H12 -1.93 -0.93 -1.89

Entry three
The following is a DFT calculation (ωB97M-V/def2-TZVPD) of 2 unconnected molecules or ions with the total composition C4H12N2O.

* highest occupied orbital energy: -8.5 eV

Cartesian coordinates (Å):
C1 1.43 -1.37 1.17
C2 0.88 -0.57 0.00
C3 1.15 0.90 0.06
O1 1.29 -1.07 -1.25
H1 1.12 -0.92 2.11
H2 1.08 -2.40 1.14
H3 2.52 -1.38 1.14
H4 -0.36 -0.63 0.06
H5 0.24 1.37 0.58
H6 2.12 1.12 0.50
H7 1.09 1.37 -0.91
H8 1.22 -2.03 -1.24
C4 -2.06 -0.01 0.28
N1 -1.85 1.25 0.08
N2 -1.93 1.70 -1.21
H9 -2.46 -0.66 -0.51
H10 -2.38 -0.28 1.27
H11 -1.47 2.59 -1.33
H12 -1.64 1.04 -1.94

What should be chosen as the most stable of them? Choose entry two.

Entry one
The following is a DFT calculation (ωB97M-V/def2-TZVPD) of 2 unconnected molecules or ions with the total composition C4H12N2O.

* highest occupied orbital energy: -9.0 eV

Cartesian coordinates (Å):
H1 -0.88 1.90 2.58
N1 -0.25 2.29 1.86
C1 -0.28 1.38 0.93
N2 -0.56 0.04 0.99
C2 -1.51 -0.53 0.07
C3 -0.81 -0.68 -1.36
C4 0.36 -1.63 -1.35
H2 -0.43 1.80 -0.07
H3 -0.09 -0.49 1.71
H4 -2.48 -0.05 -0.10
H5 -1.80 -1.48 0.53
H6 -1.59 -1.03 -2.05
H7 -0.61 0.35 -1.64
H8 1.16 -1.16 -0.76
H9 0.01 -2.52 -0.82
H10 0.59 -1.91 -2.37
O1 3.23 0.87 0.63
H11 3.58 1.71 0.31
H12 2.35 1.15 0.91

Entry two
The following is a DFT calculation (ωB97M-V/def2-TZVPD) of 2 unconnected molecules or ions with the total composition C4H12N2O.

* highest occupied orbital energy: -8.8 eV

Cartesian coordinates (Å):
C1 -0.08 1.59 -1.13
N1 -0.81 1.02 -0.27
C2 -0.47 1.24 1.13
C3 0.60 0.25 1.62
C4 0.75 -1.03 0.79
N2 -0.48 -1.80 0.57
H1 -0.15 1.25 -2.16
H2 0.66 2.37 -0.91
H3 -0.12 2.26 1.31
H4 -1.36 1.10 1.74
H5 0.33 -0.06 2.64
H6 1.59 0.71 1.70
H7 1.45 -1.71 1.29
H8 1.19 -0.74 -0.17
H9 -1.16 -1.18 0.13
H10 -0.86 -2.06 1.47
O1 -0.29 -0.71 -3.12
H11 0.33 -1.31 -3.54
H12 -1.12 -1.18 -3.09

Entry three
The following is a DFT calculation (ωB97M-V/def2-TZVPD) of 2 unconnected molecules or ions with the total composition C4H12N2O.

* highest occupied orbital energy: -8.7 eV

Cartesian coordinates (Å):
C1 -1.37 -1.20 -1.49
C2 -0.09 -0.84 -1.41
C3 0.44 0.42 -2.03
N1 0.85 -1.58 -0.69
H1 -1.75 -2.08 -0.99
H2 -2.09 -0.58 -2.00
H3 -0.26 0.82 -2.76
H4 0.61 1.18 -1.26
H5 1.39 0.24 -2.53
H6 1.82 -1.46 -0.96
H7 0.64 -2.56 -0.58
N2 -0.06 2.05 2.47
C4 -0.33 0.75 1.88
O1 0.88 0.01 1.86
H8 -0.68 2.22 3.25
H9 0.88 2.04 2.85
H10 -1.08 0.20 2.46
H11 -0.71 0.87 0.86
H12 0.90 -0.53 1.06

Entry four
The following is a DFT calculation (ωB97M-V/def2-TZVPD) of a single C4H12N2O molecule.

* highest occupied orbital energy: -8.2 eV

Cartesian coordinates (Å):
C1 -1.33 1.23 1.69
N1 -1.28 0.66 0.36
C2 0.00 0.18 -0.14
C3 0.26 -1.28 0.25
N2 1.63 -1.72 0.32
C4 -0.03 0.36 -1.65
O1 1.33 0.04 -2.13
H1 -0.49 0.90 2.32
H2 -2.15 0.83 2.29
H3 -1.36 2.32 1.66
H4 -2.04 0.03 0.14
H5 0.77 0.81 0.26
H6 -0.34 -1.93 -0.37
H7 -0.16 -1.36 1.26
H8 2.19 -1.20 0.99
H9 2.09 -1.62 -0.57
H10 -0.24 1.36 -2.01
H11 -0.62 -0.40 -2.16
H12 1.78 0.79 -2.51

What should be chosen as the most stable of them? Choose entry three.

Entry one
The following is a DFT calculation (ωB97M-V/def2-TZVPD) of 2 unconnected molecules or ions with the total composition C4H12N2O.

* highest occupied orbital energy: -8.1 eV

Cartesian coordinates (Å):
C1 -1.00 1.71 -0.94
C2 0.01 1.34 -0.14
N1 1.31 1.23 -0.61
C3 -0.21 0.96 1.29
C4 -0.17 -0.58 1.48
N2 -0.80 -1.36 0.46
H1 -0.82 1.97 -1.97
H2 -1.99 1.88 -0.54
H3 2.00 0.76 -0.06
H4 1.52 1.72 -1.46
H5 0.46 1.43 2.01
H6 -1.22 1.29 1.56
H7 0.88 -0.89 1.56
H8 -0.60 -0.89 2.43
H9 -1.79 -1.50 0.55
H10 -0.36 -1.45 -0.43
O1 1.06 -2.57 -2.10
H11 0.96 -3.27 -1.44
H12 0.77 -1.78 -1.65

Entry two
The following is a DFT calculation (ωB97M-V/def2-TZVPD) of 2 unconnected molecules or ions with the total composition C4H12N2O.

* highest occupied orbital energy: -8.5 eV

Cartesian coordinates (Å):
C1 -1.86 -1.18 1.13
C2 -0.48 -0.61 0.82
C3 -0.38 -0.25 -0.69
N1 -1.30 0.47 -1.53
C4 0.67 -0.88 -1.20
N2 1.34 -0.63 -2.59
H1 -2.09 -2.20 0.49
H2 -2.54 -0.42 0.74
H3 -2.11 -1.45 2.26
H4 0.20 -1.35 1.39
H5 -0.35 0.41 1.33
H6 -0.80 0.46 -2.47
H7 -2.22 0.13 -1.67
H8 1.26 -1.57 -0.58
H9 1.23 0.38 -2.79
H10 0.73 -1.18 -3.21
O1 2.76 3.10 3.12
H11 2.52 3.00 2.17
H12 3.43 3.77 3.25

Entry three
The following is a DFT calculation (ωB97M-V/def2-TZVPD) of 2 unconnected molecules or ions with the total composition C4H12N2O.

* highest occupied orbital energy: -9.5 eV

Cartesian coordinates (Å):
C1 1.51 -0.96 -2.02
C2 0.62 -0.95 -0.76
C3 0.36 0.44 -0.17
N1 -0.68 0.27 0.91
C4 -1.22 1.39 1.25
N2 -1.41 2.45 0.28
H1 2.52 -1.27 -1.80
H2 1.50 -0.01 -2.57
H3 1.10 -1.80 -2.62
H4 1.12 -1.47 0.07
H5 -0.34 -1.44 -0.94
H6 1.21 0.94 0.30
H7 -0.04 1.08 -0.95
H8 -1.41 1.74 2.26
H9 -0.45 2.80 0.22
H10 -1.97 3.27 0.44
O1 -0.84 -2.57 2.01
H11 -1.01 -1.89 1.34
H12 -0.58 -2.02 2.76

What should be chosen as the most stable of them? Choose entry one.

Entry one
The following is a DFT calculation (ωB97M-V/def2-TZVPD) of 2 unconnected molecules or ions with the total composition C4H12N2O.

* highest occupied orbital energy: -7.8 eV

Cartesian coordinates (Å):
N1 1.96 -1.10 0.96
C1 0.63 -0.78 0.79
C2 -0.03 0.31 1.24
C3 -1.46 0.40 0.79
C4 -1.68 0.83 -0.71
N2 -1.87 2.27 -0.86
H1 2.13 -2.08 0.93
H2 2.62 -0.58 1.50
H3 0.08 -1.35 0.04
H4 0.43 0.80 2.09
H5 -2.05 0.98 1.50
H6 -2.02 -0.55 0.80
H7 -2.63 0.39 -1.01
H8 -0.89 0.43 -1.35
H9 -2.76 2.51 -0.46
H10 -1.12 2.84 -0.49
O1 2.74 -2.09 -2.08
H11 3.35 -2.07 -1.34
H12 2.58 -1.18 -2.34

Entry two
The following is a DFT calculation (ωB97M-V/def2-TZVPD) of 2 unconnected molecules or ions with the total composition C4H12N2O.

* highest occupied orbital energy: -8.5 eV

Cartesian coordinates (Å):
C1 -1.15 -0.70 0.50
C2 -0.26 0.26 0.07
N1 -0.12 1.45 0.82
C3 0.70 -0.01 -1.07
C4 2.15 0.00 -0.69
N2 2.54 -0.93 0.44
H1 -2.01 -0.67 1.30
H2 -0.99 -1.75 0.32
H3 0.52 2.28 0.58
H4 -0.16 1.31 1.94
H5 0.42 0.61 -1.91
H6 0.46 -1.05 -1.43
H7 2.63 1.04 -0.65
H8 2.70 -0.37 -1.59
H9 2.09 -1.81 0.18
H10 1.99 -0.82 1.35
O1 -4.18 0.17 0.01
H11 -3.95 1.09 0.19
H12 -3.37 -0.09 -0.36

Entry three
The following is a DFT calculation (ωB97M-V/def2-TZVPD) of 2 unconnected molecules or ions with the total composition C4H12N2O.

* highest occupied orbital energy: -8.1 eV

Cartesian coordinates (Å):
H1 0.72 -1.56 0.02
N1 1.36 -0.74 -0.23
C1 0.63 -0.16 -1.15
N2 0.15 1.10 -1.34
C2 -0.81 1.68 -0.37
C3 -0.27 1.58 1.04
C4 0.66 2.82 1.42
H2 0.50 -0.84 -1.92
H3 0.23 1.46 -2.36
H4 -1.91 1.30 -0.35
H5 -0.92 2.73 -0.81
H6 -1.19 1.64 1.61
H7 0.19 0.56 1.16
H8 1.10 3.29 0.52
H9 0.04 3.52 1.91
H10 1.49 2.55 2.02
O1 -0.66 -7.09 -0.07
H11 -1.49 -6.81 -0.58
H12 0.18 -7.01 -0.52

What should be chosen as the most stable of them? Choose entry one.

Entry one
The following is a DFT calculation (ωB97M-V/def2-TZVPD) of 2 unconnected molecules or ions with the total composition C4H12N2O.

* highest occupied orbital energy: -10.0 eV

Cartesian coordinates (Å):
H1 -0.45 -0.20 1.28
N1 0.28 -0.25 1.99
C1 0.59 0.92 2.32
N2 1.60 1.14 3.32
H2 0.15 1.83 1.89
H3 1.32 1.96 3.86
H4 2.45 1.47 2.86
C2 -0.35 0.98 -1.56
C3 -1.08 -0.34 -1.40
C4 -0.16 -1.53 -1.39
O1 -0.95 -2.70 -1.26
H5 0.29 0.98 -2.44
H6 -1.05 1.80 -1.74
H7 0.28 1.22 -0.70
H8 -1.81 -0.46 -2.20
H9 -1.67 -0.35 -0.48
H10 0.54 -1.45 -0.56
H11 0.45 -1.55 -2.31
H12 -0.42 -3.46 -1.49

Entry two
The following is a DFT calculation (ωB97M-V/def2-TZVPD) of a molecular structure, C4H12N2O.

* highest occupied orbital energy: -8.9 eV

Cartesian coordinates (Å):
N1 0.59 1.69 2.86
C1 0.82 0.43 2.25
N2 1.23 0.33 0.98
H1 1.08 2.39 2.31
H2 0.84 1.80 3.84
H3 0.62 -0.44 2.88
H4 0.54 -0.91 0.43
H5 0.12 0.64 1.09
C2 -0.95 -1.55 -0.84
O1 0.05 -1.81 0.08
C3 -0.43 -0.81 -2.10
C4 -0.24 0.69 -1.83
H6 -1.64 -0.85 -0.37
H7 -1.45 -2.50 -1.08
H8 -1.05 -1.00 -3.00
H9 0.54 -1.31 -2.35
H10 0.36 1.22 -2.56
H11 0.21 0.81 -0.82
H12 -1.23 1.18 -1.76

What should be chosen as the most stable of them? Choose entry one.

Entry one
The following is a DFT calculation (ωB97M-V/def2-TZVPD) of 2 unconnected molecules or ions with the total composition CH3NO2.

* highest occupied orbital energy (spin up / spin down): -10.7 / -9.2 eV

Cartesian coordinates (Å):
C1 1.47 0.19 -0.03
N1 -1.08 -0.91 -0.10
O1 -3.08 0.23 -0.02
O2 -1.79 0.07 0.03
H1 1.84 -0.49 -0.74
H2 0.88 1.00 -0.22
H3 1.77 -0.09 1.07

Entry two
The following is a DFT calculation (ωB97M-V/def2-TZVPD) of 2 unconnected molecules or ions with the total composition CH3NO2.

* highest occupied orbital energy: -10.3 eV

Cartesian coordinates (Å):
C1 -0.03 -1.18 0.68
N1 0.99 -1.29 0.10
O1 2.09 -1.58 -0.30
H1 -1.04 -0.80 0.65
O2 1.07 1.37 -0.29
H2 1.47 0.57 -0.66
H3 1.43 1.69 0.57

What should be chosen as the most stable of them? Choose entry two.

Entry one
The following is a DFT calculation (ωB97M-V/def2-TZVPD) of a single C2H4OS2 molecule.

* highest occupied orbital energy: -9.2 eV

Cartesian coordinates (Å):
S1 2.61 -0.04 -0.44
S2 1.35 1.06 0.67
C1 -0.12 0.11 0.40
C2 -1.35 0.97 0.27
O1 -0.79 0.42 -0.90
H1 1.93 0.37 -1.53
H2 -0.12 -0.95 0.61
H3 -2.50 0.81 0.53
H4 -1.21 2.07 0.46

Entry two
The following is a DFT calculation (ωB97M-V/def2-TZVPD) of a single C2H4OS2 molecule.

* highest occupied orbital energy: -9.0 eV

Cartesian coordinates (Å):
O1 -1.80 -1.08 -0.42
C1 -0.72 -1.09 0.51
C2 0.24 -0.09 0.21
S1 1.81 -0.39 -0.13
S2 -0.56 1.47 0.02
H1 -1.45 -1.05 -1.31
H2 -1.33 -0.81 1.35
H3 -0.34 -2.12 0.77
H4 0.43 2.36 -0.02

What should be chosen as the most stable of them? Choose entry two.